C38H62Br4Cl5CsMgN2O13PV | ωB97M-V/def2-TZVPD

Atoms and positions in Å:
C  1.441  -2.900  5.587
C  1.376  -4.403  5.196
C  0.451  -4.692  3.999
C  0.829  -3.901  2.738
O  -0.328  -3.529  1.960
C  0.129  -2.912  0.821
C  0.485  -3.598  -0.256
C  0.453  -5.096  -0.387
C  -0.335  -5.616  -1.627
C  -1.729  -6.196  -1.253
C  -1.779  -7.741  -1.266
N  -1.254  -8.386  -0.056
C  0.962  -2.793  -1.443
O  1.731  -3.324  -2.213
C  0.478  -1.361  -1.584
C  0.393  -0.788  -2.838
C  0.755  -1.529  -4.109
Cl  2.455  -1.700  -4.462
C  -0.205  -2.009  -4.893
C  0.093  -2.723  -6.189
Cl  -1.897  -1.802  -4.469
C  -0.057  0.547  -2.931
C  -0.138  1.168  -4.320
C  1.222  1.422  -4.999
C  2.516  1.690  -4.238
N  1.311  1.380  -6.261
C  -0.440  1.248  -1.788
C  -0.902  2.682  -2.007
C  -0.385  0.635  -0.521
C  -0.841  1.364  0.729
Br  0.193  3.034  1.011
C  -2.367  1.647  0.634
C  -3.077  0.273  0.893
C  0.096  -0.662  -0.431
C  0.237  -1.396  0.879
O  0.463  -0.890  1.955
H  0.612  -2.308  5.177
H  1.452  -2.814  6.681
H  2.366  -2.431  5.219
H  0.981  -4.941  6.060
H  2.404  -4.775  5.051
H  0.596  -5.758  3.758
H  -0.600  -4.585  4.294
H  1.525  -4.528  2.155
H  1.409  -3.004  3.006
H  1.500  -5.421  -0.523
H  0.126  -5.593  0.533
H  0.257  -6.447  -2.040
H  -0.421  -4.834  -2.387
H  -2.055  -5.837  -0.267
H  -2.436  -5.836  -2.017
H  -1.206  -8.131  -2.121
H  -2.812  -8.084  -1.419
H  -1.816  -8.112  0.743
H  -0.307  -8.053  0.094
H  -0.022  -3.810  -6.118
H  1.115  -2.523  -6.525
H  -0.562  -2.306  -6.968
H  -0.702  0.491  -4.970
H  -0.684  2.116  -4.345
H  2.387  1.815  -3.156
H  3.166  0.751  -4.381
H  3.062  2.554  -4.736
H  0.405  1.167  -6.680
H  -1.624  2.759  -2.830
H  -1.362  3.142  -1.138
H  -0.040  3.303  -2.298
H  -0.710  0.800  1.646
H  -2.676  1.943  -0.370
H  -2.691  2.362  1.397
H  -2.990  -0.284  -0.055
H  -4.143  0.440  1.096
H  -2.577  -0.322  1.666
Mg  4.530  1.640  -5.129
O  2.060  -6.649  6.967
H  2.579  -7.270  7.518
C  5.715  -4.700  -4.467
Br  4.229  -4.274  -3.321
Br  5.877  -3.432  -5.913
Br  7.364  -4.868  -3.477
H  5.513  -5.665  -4.911
O  -3.458  4.773  1.869
P  -3.407  6.201  1.410
O  -2.622  6.866  2.700
C  -1.217  6.635  2.830
C  -0.411  7.369  1.772
O  -4.975  6.584  1.737
C  -5.982  5.590  1.913
C  -6.159  5.252  3.379
O  -3.241  7.584  0.529
C  -4.079  8.744  0.647
C  -4.059  9.412  2.004
H  -1.016  5.560  2.791
H  -0.931  6.990  3.820
H  -0.616  6.969  0.775
H  0.658  7.267  1.965
H  -0.670  8.427  1.754
H  -5.762  4.702  1.320
H  -6.911  6.007  1.520
H  -5.209  5.012  3.857
H  -6.834  4.403  3.503
H  -6.573  6.107  3.917
H  -5.095  8.505  0.336
H  -3.695  9.451  -0.091
H  -4.485  8.784  2.783
H  -4.642  10.334  1.966
H  -3.038  9.653  2.302
C  5.400  -3.016  6.295
Cl  7.108  -3.482  6.249
Cl  4.367  -4.412  6.616
H  5.251  -2.286  7.082
H  5.126  -2.588  5.337
O  6.576  6.468  -8.763
C  5.910  5.694  -8.062
C  6.403  5.976  -6.360
O  5.751  5.199  -5.652
H  6.059  4.603  -8.181
H  4.811  5.821  -8.024
H  6.256  7.061  -6.215
H  7.503  5.868  -6.376
O  -0.863  -6.595  9.553
V  -1.262  -6.211  7.976
O  -2.056  -5.773  6.567
O  -6.084  1.148  0.883
H  -5.892  2.051  0.609
H  -6.519  0.755  0.119
Cl  4.150  -7.658  8.680
Cs  5.307  -6.637  6.001

The calculation puts the gap between HOMO and LUMO at 1.176 eV. The value obtained for the LUMO energy is -0.1613 Ha. As for the multiplicity: 1. As for the charge: 0. The calculation puts the electronic energy at -16674.76884 Ha. The calculation puts the HOMO energy at -5.564 eV.



C38H62F12N2O26 | ωB97M-V/def2-TZVPD

Atoms and positions in Å:
C  1.440  -4.110  2.519
C  1.409  -2.580  2.769
O  2.622  -2.307  3.551
C  2.544  -2.342  4.859
O  1.518  -2.505  5.497
C  3.956  -2.231  5.611
F  4.907  -2.224  4.663
F  4.033  -1.074  6.300
F  4.129  -3.275  6.461
H  2.455  -4.424  2.272
H  0.789  -4.473  1.723
H  1.162  -4.716  3.382
H  0.432  -2.492  3.244
H  1.373  -1.940  1.887
C  -1.513  0.534  0.894
C  -0.498  1.015  -0.046
O  -0.497  0.358  -1.327
C  0.283  -0.749  -1.580
O  0.793  -1.469  -0.668
C  0.412  -1.080  -3.043
F  1.725  -1.338  -3.288
F  -0.315  -2.053  -3.440
F  0.093  -0.040  -3.779
H  -1.566  1.250  1.714
H  -1.314  -0.446  1.327
H  -2.519  0.724  0.519
H  0.456  1.092  0.476
H  -0.698  1.971  -0.530
C  -5.171  -1.528  -0.247
C  -5.427  -1.371  1.214
O  -6.312  -0.292  1.311
C  -5.844  0.983  1.660
O  -4.698  1.351  1.503
C  -6.974  1.964  2.169
F  -6.834  2.976  1.254
F  -8.157  1.293  2.198
F  -6.588  2.417  3.418
H  -6.118  -1.735  -0.746
H  -4.401  -2.224  -0.579
H  -4.869  -0.573  -0.676
H  -4.471  -1.263  1.727
H  -5.870  -2.273  1.636
C  3.205  5.661  1.217
C  1.935  5.869  0.460
O  1.882  4.930  -0.641
C  0.848  4.974  -1.525
O  0.015  5.859  -1.583
C  0.868  3.802  -2.584
F  -0.262  3.139  -2.680
F  1.273  4.291  -3.734
F  1.816  2.920  -2.264
H  3.404  4.687  1.663
H  3.314  6.302  2.091
H  4.059  5.804  0.554
H  1.970  6.895  0.094
H  1.139  5.751  1.195
C  1.801  -6.471  -8.392
O  1.209  -5.243  -8.387
C  0.859  -4.533  -7.299
O  1.060  -4.913  -6.134
O  0.466  -3.293  -7.604
C  0.357  -2.363  -6.545
H  2.753  -6.612  -7.882
H  1.892  -6.873  -9.401
H  1.217  -7.263  -7.923
H  -0.097  -1.434  -6.888
H  1.325  -2.158  -6.089
H  -0.361  -2.766  -5.830
C  -1.893  -2.936  1.032
O  -2.296  -2.578  2.373
C  -2.095  -3.378  3.327
O  -1.479  -4.441  3.274
O  -2.807  -2.860  4.364
C  -2.976  -3.618  5.505
H  -2.426  -2.290  0.334
H  -2.185  -3.924  0.676
H  -0.821  -2.779  0.912
H  -3.282  -3.100  6.414
H  -2.043  -4.113  5.773
H  -3.713  -4.367  5.216
C  1.794  2.020  8.297
O  0.763  1.443  7.485
C  1.009  1.211  6.173
O  2.075  1.373  5.492
O  -0.161  0.829  5.682
C  -0.354  0.504  4.264
H  1.627  3.095  8.368
H  2.761  1.899  7.809
H  1.869  1.546  9.275
H  -1.140  1.121  3.828
H  -0.579  -0.557  4.148
H  0.604  0.714  3.789
C  4.690  0.490  -2.061
O  5.188  0.821  -0.762
C  4.327  0.638  0.241
O  3.149  0.300  0.207
O  5.045  0.807  1.460
C  4.433  0.630  2.685
H  5.285  0.998  -2.819
H  3.637  0.734  -2.200
H  4.572  -0.593  -2.018
H  3.487  0.099  2.569
H  4.172  1.602  3.103
H  4.987  0.121  3.473
C  -3.293  2.016  -1.877
O  -3.365  1.955  -3.316
C  -3.323  0.862  -3.957
O  -2.893  -0.159  -3.451
O  -3.773  1.083  -5.179
C  -3.820  0.062  -6.234
H  -2.375  2.480  -1.516
H  -3.480  1.054  -1.399
H  -4.095  2.625  -1.462
H  -2.841  -0.023  -6.706
H  -4.527  0.527  -6.921
H  -4.136  -0.934  -5.926
C  0.314  4.018  4.276
O  -1.125  4.094  3.879
C  -1.371  3.858  2.557
O  -0.516  3.660  1.679
O  -2.734  4.028  2.352
C  -3.226  4.065  1.046
H  0.891  3.252  3.757
H  0.316  3.734  5.328
H  0.843  4.970  4.324
H  -4.226  3.686  0.838
H  -2.610  3.395  0.446
H  -3.172  5.059  0.601
C  3.220  1.022  -5.196
C  1.969  1.047  -6.045
N  1.019  0.979  -6.692
H  4.127  0.778  -5.748
H  3.081  0.462  -4.271
H  3.374  2.054  -4.883
C  3.695  -3.977  -4.477
C  3.974  -3.509  -5.836
N  4.300  -3.187  -6.897
H  3.204  -4.950  -4.476
H  2.897  -3.348  -4.084
H  4.633  -3.968  -3.921

The calculation puts the gap between HOMO and LUMO at 10.928 eV. The value obtained for the LUMO energy is 0.0142 Ha. As for the SMILES: CCOC(=O)C(F)(F)F.CCOC(=O)C(F)(F)F.CCOC(=O)C(F)(F)F.CCOC(=O)C(F)(F)F.COC(=O)OC.COC(=O)OC.COC(=O)OC.COC(=O)OC.COC(=O)OC.COC(=O)OC.CC#N.CC#N. As for the multiplicity: 1. As for the charge: 0. The calculation puts the electronic energy at -4749.20091 Ha. The calculation puts the HOMO energy at -10.540 eV.



C38H63BaF4N11OP | ωB97M-V/def2-TZVPD

Atoms and positions in Å:
Ba  -1.543  -0.804  0.770
C  -1.123  -1.993  5.665
N  -1.761  -2.164  4.371
C  -3.194  -1.966  4.506
C  -1.450  -3.484  3.831
C  -0.232  -3.492  2.899
N  -0.609  -2.930  1.624
C  -0.216  -3.540  0.519
C  -0.965  -3.373  -0.666
F  -2.044  -2.513  -0.604
C  -0.680  -3.982  -1.860
F  -1.475  -3.723  -2.923
C  0.395  -4.846  -1.988
C  1.190  -5.007  -0.861
F  2.287  -5.782  -0.955
C  0.915  -4.388  0.337
F  1.824  -4.517  1.345
H  -1.532  -2.684  6.419
H  -1.281  -0.974  6.017
H  -0.053  -2.181  5.578
H  -3.654  -2.681  5.205
H  -3.664  -2.078  3.532
H  -3.381  -0.955  4.864
H  -2.293  -3.839  3.235
H  -1.288  -4.207  4.646
H  0.068  -4.539  2.793
H  0.609  -2.952  3.357
H  0.622  -5.346  -2.911
C  -4.920  1.477  2.678
C  -4.594  0.395  1.680
O  -3.495  -0.138  1.631
N  -5.605  0.021  0.884
C  -5.441  -1.019  -0.115
C  -4.904  -0.452  -1.406
C  -5.746  -0.149  -2.470
C  -5.197  0.379  -3.628
C  -3.826  0.572  -3.681
C  -3.070  0.254  -2.561
N  -3.595  -0.231  -1.450
H  -3.989  1.911  3.034
H  -5.447  1.032  3.521
H  -5.549  2.250  2.248
H  -6.483  0.516  0.911
H  -6.400  -1.510  -0.279
H  -4.715  -1.734  0.278
H  -6.806  -0.330  -2.396
H  -5.827  0.627  -4.469
H  -3.351  0.954  -4.568
H  -1.997  0.389  -2.541
N  2.553  1.875  3.639
C  2.223  0.532  4.182
C  0.916  0.061  3.525
N  -0.168  0.982  3.745
C  0.166  2.292  3.254
C  1.455  2.844  3.886
H  2.668  1.799  2.583
H  3.435  2.221  4.031
H  2.117  0.617  5.267
H  3.035  -0.160  3.960
H  0.637  -0.916  3.907
H  1.057  -0.025  2.447
H  -0.441  1.001  4.722
H  -0.657  2.976  3.454
H  0.282  2.213  2.170
H  1.343  2.968  4.966
H  1.717  3.807  3.445
N  -2.587  3.012  0.212
C  -2.204  2.457  1.150
H  -2.854  3.458  -0.640
N  0.132  0.477  -0.271
P  1.271  0.832  -1.207
N  1.105  2.328  -2.006
C  2.044  2.927  -2.924
C  1.566  2.848  -4.374
C  0.184  3.478  -4.508
C  -0.762  2.763  -3.550
C  -0.221  2.869  -2.123
N  1.807  -0.245  -2.410
C  0.940  -1.346  -2.737
C  0.843  -1.522  -4.250
C  2.239  -1.771  -4.817
C  3.166  -0.627  -4.415
C  3.153  -0.442  -2.897
N  2.833  1.142  -0.487
C  3.349  0.024  0.254
C  4.870  0.115  0.343
C  5.262  1.426  1.022
C  4.586  2.610  0.330
C  3.083  2.380  0.166
H  3.010  2.432  -2.817
H  2.167  3.988  -2.652
H  1.500  1.800  -4.664
H  2.285  3.345  -5.027
H  -0.171  3.388  -5.537
H  0.232  4.542  -4.257
H  -0.810  1.708  -3.830
H  -1.768  3.188  -3.605
H  -0.831  2.298  -1.419
H  -0.209  3.932  -1.824
H  -0.039  -1.132  -2.299
H  1.327  -2.280  -2.299
H  0.424  -0.617  -4.695
H  0.181  -2.355  -4.484
H  2.199  -1.856  -5.905
H  2.629  -2.710  -4.418
H  2.837  0.293  -4.898
H  4.187  -0.831  -4.744
H  3.762  0.416  -2.617
H  3.594  -1.343  -2.439
H  3.030  -0.895  -0.241
H  2.928  -0.003  1.282
H  5.283  0.089  -0.665
H  5.268  -0.737  0.897
H  6.346  1.553  0.991
H  4.970  1.386  2.079
H  5.017  2.727  -0.663
H  4.769  3.532  0.888
H  2.626  3.185  -0.408
H  2.595  2.404  1.179

The calculation puts the gap between HOMO and LUMO at 6.293 eV. The value obtained for the LUMO energy is -0.0853 Ha. Its energy relative to the best compared isomer or geometry (same formula, charge and spin) is 103.4 kcal/mol. As for the multiplicity: 1. As for the charge: +1. The calculation puts the electronic energy at -2929.43977 Ha. The calculation puts the HOMO energy at -8.614 eV.



Which value of charge does entry 3 give? +1